1.
Here is an isolated ion of composition C6H13N4O2 and charge +1 in a non-equilibrium geometry from the Open Molecules 2025 dataset. Energies are from wB97M-V/def2-TZVPD.

XYZ file:
```
25
Properties=species:S:1:pos:R:3:nbo_charge:R:1
C 0.84091 0.44384 1.69466 -0.20
C -1.27938 -0.63293 1.12440 -0.23
C 0.99429 0.87377 0.17082 -0.09
C -1.17501 -0.35897 -0.41349 0.27
C 2.46503 1.08387 -0.13611 -0.64
C -1.46026 -1.50970 -1.36234 -0.69
N -1.67094 0.83481 -0.88459 -0.09
N 1.15525 -0.83511 -1.28899 0.42
N 0.42732 -0.13323 -0.61996 -0.10
N -0.52359 0.25899 1.85763 -0.64
O -2.32310 1.05588 -1.86393 -0.25
O 1.17206 -1.74030 -2.07244 -0.13
H 1.54741 -0.18034 1.99837 0.19
H 0.85564 1.36233 2.31421 0.24
H -2.32808 -0.53058 1.29037 0.24
H -1.14673 -1.67599 1.39206 0.20
H 0.49578 1.82469 0.04153 0.23
H 3.10210 0.20044 -0.01770 0.23
H 2.93152 1.86015 0.52302 0.26
H 2.56981 1.32321 -1.19644 0.23
H -1.24436 -1.27285 -2.45963 0.26
H -2.51356 -1.68532 -1.35385 0.27
H -0.82743 -2.41603 -1.26476 0.26
H -0.78620 0.20544 2.87286 0.40
H -1.27849 1.64390 -0.34570 0.35
```

For the maximum force, the calculation gives 6.593 eV/A. As for the lowest unoccupied orbital energy (alpha / beta): -4.568 / -6.448 eV. The SMILES is C[C@@H]1CNC[C@@](C)([NH+]=O)N1N=O. Its orbital gap (alpha / beta) is 8.85 / 6.36 eV. The HOMO energy (alpha / beta) comes out at -13.416 / -12.807 eV. As for the total charge: +1.

2.
Here is an isolated ion of composition C6H13N4S and charge +1 in a non-equilibrium geometry from the Open Molecules 2025 dataset. Energies are from wB97M-V/def2-TZVPD.

XYZ file:
```
24
Properties=species:S:1:pos:R:3:nbo_charge:R:1
C -0.15740 -0.03837 0.16054 0.59
C -2.43424 0.14188 -0.11112 -0.12
C 0.17330 2.46760 0.46122 -0.44
C -1.44185 -2.13768 0.26260 -0.43
C 2.02309 0.51276 -0.90434 -0.41
C 1.72604 -1.72221 0.21395 -0.40
N -1.83586 1.43747 -0.11992 -0.31
N -0.43588 1.25437 -0.03477 -0.20
N -1.31668 -0.75582 0.05806 -0.31
N 1.15644 -0.38385 -0.03032 -0.40
S -3.99229 -0.18010 -0.25173 0.28
H -0.07503 2.76887 1.47476 0.23
H 1.28487 2.44505 0.48515 0.24
H -0.22885 3.30252 0.04696 0.23
H -2.22735 -2.53630 -0.36085 0.25
H -1.79609 -2.24041 1.33633 0.23
H -0.54937 -2.74183 0.18475 0.24
H 1.39236 1.38215 -1.09290 0.22
H 2.81399 0.85018 -0.21433 0.21
H 2.58800 0.02446 -1.71829 0.24
H 2.73167 -1.53507 0.65258 0.23
H 1.05759 -2.21837 0.97859 0.21
H 1.66743 -2.23619 -0.72066 0.21
H -2.12389 2.13891 -0.75626 0.41
```

For the maximum force, the calculation gives 5.442 eV/A. As for the lowest unoccupied orbital energy (alpha / beta): -3.258 / -6.669 eV. As for the expectation value of S²: 2.009. Its orbital gap (alpha / beta) is 6.31 / 6.48 eV. The HOMO energy (alpha / beta) comes out at -9.564 / -13.145 eV. Its multiplicity is 3. As for the total charge: +1.

3.
Here is one molecule with the formula C6H13NO in a non-equilibrium geometry from the Open Molecules 2025 dataset. Energies are from wB97M-V/def2-TZVPD.

XYZ file:
```
21
Properties=species:S:1:pos:R:3:nbo_charge:R:1
C -0.49860 0.21990 -1.01920 -0.50
C -1.51024 -0.78223 -1.63461 -0.38
C -0.77241 -1.96706 -2.33912 -0.62
C -0.27180 0.21407 0.39002 0.64
N 0.92353 0.47392 1.04298 -0.43
C 2.15750 0.63584 0.23122 -0.41
C 0.90281 1.01843 2.44761 -0.41
O -1.25342 0.27885 1.13864 -0.64
H 0.46057 0.09526 -1.56050 0.20
H -0.90657 1.27675 -1.34610 0.26
H -2.21551 -1.09747 -0.94028 0.23
H -2.24837 -0.30470 -2.38311 0.20
H -1.32262 -2.48211 -3.10115 0.22
H 0.27801 -1.74298 -2.65441 0.20
H -0.63933 -2.69710 -1.47475 0.20
H 2.83042 -0.26099 0.55318 0.20
H 2.01329 0.72166 -0.79618 0.21
H 2.60208 1.59878 0.47215 0.20
H 0.30695 0.23862 3.17766 0.24
H 1.92029 1.07159 2.87048 0.20
H 0.43977 2.00082 2.31744 0.21
```

For the maximum force, the calculation gives 5.749 eV/A. As for the lowest unoccupied orbital energy: 0.834 eV. The SMILES is CCCC(=O)N(C)C. Its orbital gap is 9.77 eV. The HOMO energy comes out at -8.940 eV.

4.
Here is a 2-piece molecular cluster, C6H13NO overall in a non-equilibrium geometry from the Open Molecules 2025 dataset. Energies are from wB97M-V/def2-TZVPD.

XYZ file:
```
21
Properties=species:S:1:pos:R:3:nbo_charge:R:1
C -1.45255 -0.16805 -0.57611 -0.26
C -2.79130 0.45309 -0.18524 -0.70
C -0.73295 -0.67242 0.51400 0.55
N 0.62333 -1.34798 0.62062 -0.63
C 1.48079 -0.96840 -0.52716 -0.25
C 1.74737 0.56769 -0.64875 -0.43
C 1.90878 1.21008 0.77162 -0.63
O -1.10935 -0.41510 1.65759 -0.62
H -1.45567 -0.62342 -1.57522 0.25
H -2.30503 -1.96012 -0.59444 0.13
H -2.99417 1.53082 -0.50353 0.22
H -3.69303 -0.22453 -0.39571 0.24
H -2.90860 0.57019 0.90297 0.26
H 0.96671 -0.88269 1.54955 0.39
H 2.38896 -1.57811 -0.35836 0.20
H 0.92078 -1.46146 -1.33618 0.20
H 2.67554 0.87319 -1.18634 0.21
H 0.98007 1.03536 -1.29348 0.20
H 2.16063 2.28073 0.68052 0.22
H 2.71741 0.65939 1.28190 0.21
H 0.87230 1.12173 1.20173 0.22
```

For the maximum force, the calculation gives 7.135 eV/A. As for the lowest unoccupied orbital energy: -1.640 eV. Its orbital gap is 7.67 eV. The HOMO energy comes out at -9.310 eV.

5.
Here is one molecule with the formula C6H13NO in a non-equilibrium geometry from the Open Molecules 2025 dataset. Energies are from wB97M-V/def2-TZVPD.

XYZ file:
```
21
Properties=species:S:1:pos:R:3:nbo_charge:R:1
C -2.25645 0.32184 -1.61893 -0.61
C -1.10660 -0.49153 -0.93287 -0.20
N -0.14508 0.08432 -0.01537 -0.47
C -0.54386 1.39156 0.54771 -0.21
C -0.28008 1.43672 2.04621 -0.62
C 0.63872 -0.84973 0.73499 -0.32
C 1.74902 -1.38071 -0.25519 0.44
O 2.60720 -0.71426 -0.74845 -0.50
H -2.04554 1.03069 -2.42523 0.22
H -3.01057 -0.48196 -2.04045 0.22
H -2.79304 0.80248 -0.82122 0.20
H -0.49278 -1.07496 -1.65313 0.18
H -1.69420 -1.31997 -0.39120 0.15
H -1.65920 1.59614 0.43500 0.19
H 0.05556 2.24850 0.19337 0.19
H 0.74516 1.60267 2.31002 0.20
H -0.89698 2.33691 2.55796 0.21
H -0.48045 0.45241 2.49353 0.21
H 0.28946 -1.86790 1.12943 0.18
H 1.20934 -0.32586 1.63476 0.24
H 1.72675 -2.44417 -0.45919 0.09
```

For the maximum force, the calculation gives 2.958 eV/A. As for the lowest unoccupied orbital energy: 0.982 eV. The SMILES is CCN(CC)CC=O. Its orbital gap is 9.14 eV. The HOMO energy comes out at -8.159 eV.

6.
Here is C6H13NO as an isolated structure in a non-equilibrium geometry from the Open Molecules 2025 dataset. Energies are from wB97M-V/def2-TZVPD.

XYZ file:
```
21
Properties=species:S:1:pos:R:3:nbo_charge:R:1
C -0.66519 0.12164 0.66492 0.49
C -1.56243 -0.91120 0.05224 -0.68
C -0.08455 2.67888 -0.52569 -0.42
C 1.25061 -2.13157 -0.62520 -0.64
N 0.06803 1.24245 -0.60175 -0.67
C 0.79553 0.05668 0.68568 -0.14
C 1.56600 -1.05356 0.36725 -0.40
O -1.17197 0.77114 1.74847 -0.69
H -1.93302 0.28918 2.10306 0.49
H 0.11271 0.85848 -1.54055 0.37
H 1.22900 0.73665 1.41626 0.23
H 2.58952 -1.03563 0.72652 0.20
H -2.60219 -0.56972 0.06605 0.22
H -1.28482 -1.13861 -0.97493 0.24
H -1.51676 -1.84287 0.62885 0.24
H 0.77743 3.19221 -0.97311 0.20
H -0.99659 3.02457 -1.02489 0.17
H -0.12404 3.00943 0.51730 0.20
H 0.72400 -1.77641 -1.52041 0.18
H 2.18159 -2.57494 -0.98796 0.22
H 0.64715 -2.94679 -0.20210 0.19
```

For the maximum force, the calculation gives 4.258 eV/A. As for the lowest unoccupied orbital energy: 0.651 eV. Its orbital gap is 7.16 eV. The HOMO energy comes out at -6.507 eV.